This record from the Open Molecules 2025 dataset describes 3 unconnected molecules or ions with the total composition C22H47N10O2P2 in a non-equilibrium geometry. The level of theory is ωB97M-V/def2-TZVPD.

Its net charge is +1. For the HOMO-LUMO gap, the calculation gives 6.37 eV. For the total energy, the calculation gives -61132.241 eV. As for the HOMO energy: -10.0 eV.

Geometry as XYZ:
```
83
Properties=species:S:1:pos:R:3:forces:R:3
N -1.33954 -0.99974 3.84861 0.4 2.8 -3.1
C -1.28882 0.08271 3.09137 -0.8 -1.1 1.4
C -0.89709 0.13263 1.53528 1.7 0.7 0.6
N -1.76435 -0.68548 0.63654 -3.9 -3.6 -4.2
C -1.32821 -1.38802 -0.60075 -4.1 -1.8 -1.1
C -2.56839 -2.10263 -1.22643 2.2 2.3 2.4
N -3.73314 -1.78911 -0.39512 6.6 2.1 1.5
C -3.16958 -0.98236 0.65892 -1.9 0.7 1.4
C -4.21742 -0.51012 1.75221 -2.9 1.3 3.5
C -4.60782 0.98891 2.04306 -0.2 -1.2 0.3
C -5.66023 1.46900 3.07370 1.1 -3.6 -0.8
N -6.35730 0.52640 3.88970 3.2 -1.1 -3.1
C -6.01120 -0.84098 3.68558 0.9 -0.3 -1.1
C -5.02586 -1.50875 2.69114 0.2 4.2 -0.6
H -1.08284 -1.80367 3.24226 -0.1 0.2 0.5
H -1.56359 1.09591 3.58436 0.6 -1.8 -1.0
H 0.16980 -0.32381 1.45476 -1.9 0.6 0.0
H -0.78035 1.21803 1.11636 -0.7 -1.8 0.8
H -0.27156 -1.43574 -1.04542 -1.8 0.3 1.2
H -2.65460 -2.75711 -2.15522 0.3 1.2 1.6
H -4.72210 -2.06713 -0.45289 0.8 0.3 0.1
H -4.07316 1.80342 1.42033 -1.0 -1.5 1.1
H -5.91827 2.58841 3.21035 0.6 -2.2 -0.3
H -6.56084 -1.58755 4.38273 1.0 1.5 -1.3
H -4.87946 -2.64616 2.63803 -0.3 2.0 0.2
O -0.87745 3.70383 0.45469 -0.6 1.8 3.9
P -0.59375 5.16398 0.04911 1.8 -3.2 -7.8
N -1.76501 5.12397 -1.19354 -1.7 0.2 -0.4
C -1.60093 5.38984 -2.60792 0.3 0.4 -0.2
C -3.16084 4.96744 -0.80577 0.1 -0.3 0.4
N 0.96073 4.80314 -0.59630 0.8 -0.3 0.5
C 1.40020 5.03547 -1.96008 0.3 0.8 -0.1
C 1.66365 3.63686 -0.06473 -0.2 0.0 0.3
N -0.25845 6.86413 -0.34178 -0.5 0.3 3.7
C 0.80165 7.42088 0.53718 0.8 0.2 0.0
C -1.40245 7.78715 -0.19747 -0.6 0.2 -0.4
H -1.09670 6.34007 -2.80333 0.2 0.0 -0.1
H -2.55905 5.45924 -3.13443 0.0 0.0 0.4
H -1.05222 4.58222 -3.09657 0.1 0.1 -0.1
H -3.61171 5.93025 -0.54615 -0.3 0.1 0.0
H -3.26295 4.31359 0.06652 0.2 0.1 0.0
H -3.76328 4.50902 -1.59634 0.2 0.1 0.0
H 1.07661 4.23505 -2.63264 0.0 0.0 0.0
H 2.49449 5.08222 -2.00954 -0.1 -0.1 0.1
H 1.06636 5.99478 -2.35589 -0.2 -0.2 0.1
H 1.29610 2.70707 -0.51659 0.0 -0.1 0.0
H 1.54771 3.57076 1.01921 -0.1 -0.1 -0.2
H 2.74111 3.70083 -0.24938 -0.2 0.2 -0.2
H 0.49459 7.40068 1.58764 0.0 0.3 0.0
H 1.03612 8.45263 0.25725 -0.3 -0.1 0.0
H 1.74001 6.87052 0.45432 -0.3 -0.2 -0.1
H -1.88655 7.67303 0.77740 0.0 0.2 -0.1
H -2.14848 7.63711 -0.97859 0.1 -0.3 0.1
H -1.08608 8.82860 -0.30734 0.2 -0.2 0.1
O 3.21087 -2.96830 0.13876 4.1 0.9 -1.5
P 3.61986 -4.31118 -0.49706 -7.4 -2.6 3.0
N 2.24055 -4.33561 -1.50611 -0.9 0.5 -1.6
C 1.20979 -5.34666 -1.61498 0.2 -0.5 0.0
C 2.13001 -3.30280 -2.52669 0.3 0.4 0.3
N 3.31517 -5.21470 0.93612 0.4 -0.1 0.8
C 2.38480 -6.31969 1.07386 0.4 -0.7 -0.3
C 3.40929 -4.51247 2.21519 0.2 0.3 -0.1
N 4.16445 -5.83483 -1.23032 3.1 2.0 -0.4
C 5.44491 -6.29297 -0.63348 0.3 -0.6 0.5
C 4.41315 -5.78681 -2.68535 -0.4 0.0 -0.6
H 1.61665 -6.35022 -1.76528 0.0 -0.1 0.2
H 0.54416 -5.17556 -2.46857 0.3 0.2 0.0
H 0.56626 -5.34590 -0.73242 0.0 -0.2 0.1
H 2.67664 -3.57931 -3.43339 -0.1 0.1 -0.3
H 2.53907 -2.34918 -2.17727 0.1 -0.1 0.1
H 1.08947 -3.09963 -2.80246 0.0 -0.2 0.1
H 1.35926 -5.96987 1.22990 -0.1 0.0 0.0
H 2.65231 -6.94359 1.93485 0.0 0.2 0.0
H 2.40680 -7.00158 0.22341 0.0 0.3 -0.1
H 2.49976 -3.93622 2.42384 0.0 0.1 0.1
H 4.26505 -3.83453 2.22711 -0.3 0.0 -0.1
H 3.56610 -5.21084 3.04410 -0.1 -0.2 -0.3
H 6.24379 -5.56469 -0.80568 0.1 -0.2 -0.1
H 5.74764 -7.25624 -1.05584 -0.1 0.2 -0.2
H 5.36668 -6.45249 0.44294 -0.2 0.2 -0.2
H 5.05806 -4.94374 -2.95225 0.1 -0.2 -0.1
H 3.48625 -5.71277 -3.25531 -0.1 0.2 0.2
H 4.88574 -6.70904 -3.03605 0.1 0.1 0.3
```
Positions in Å, forces in eV/Å.


This record from the Open Molecules 2025 dataset describes a molecular structure, C22H48AsF6O18 in a non-equilibrium geometry. The level of theory is ωB97M-V/def2-TZVPD.

Its net charge is -1. For the HOMO-LUMO gap, the calculation gives 10.08 eV. For the total energy, the calculation gives -137596.387 eV. As for the HOMO energy: -8.2 eV.

Geometry as XYZ:
```
95
Properties=species:S:1:pos:R:3:forces:R:3
As -7.22217 0.29744 -7.29349 -0.5 -0.5 1.0
F -7.99208 1.34352 -6.07897 0.2 -0.2 -1.5
F -8.11762 1.16049 -8.52553 -0.2 -0.3 0.0
F -6.64430 -0.79249 -8.51772 0.1 0.4 0.3
F -6.24044 -0.41059 -6.03662 -0.1 0.1 -0.6
F -8.49614 -0.84051 -6.90998 0.4 0.4 -0.7
F -5.96770 1.47880 -7.52702 0.2 0.0 -0.2
C -7.09161 2.87564 -3.01622 0.2 -0.8 -0.8
O -7.66195 1.78490 -3.73404 -0.3 0.2 1.3
H -7.69784 3.08589 -2.13790 0.0 0.0 0.1
H -6.08494 2.55554 -2.73172 0.1 0.5 0.3
H -7.04364 3.76963 -3.64165 0.2 -0.1 0.5
H -7.56579 1.83959 -4.69039 0.2 0.2 0.3
C -3.62479 -1.60291 -8.77091 -0.6 -0.7 0.3
O -2.24456 -1.65712 -8.37044 -0.6 0.5 -0.4
H -3.74257 -1.14838 -9.75500 0.0 0.0 0.0
H -4.05866 -2.60839 -8.78240 0.3 -0.1 -0.3
H -4.29425 -1.09708 -8.07532 0.6 0.5 0.2
H -1.79641 -1.33245 -9.15548 0.5 -0.1 0.3
C -10.22149 1.63492 -11.09738 -0.7 -1.0 1.8
O -10.71678 1.56235 -9.72594 0.6 0.0 -0.7
H -10.49186 0.67602 -11.55149 -0.1 0.4 -0.6
H -10.72263 2.48876 -11.54256 0.5 0.0 -0.4
H -9.13662 1.62627 -10.98130 0.0 0.7 -0.9
H -9.98394 1.07771 -9.33148 -0.4 0.0 0.8
C -6.67129 2.75571 -12.25866 -1.3 -0.4 1.5
O -6.47918 1.59930 -11.41766 0.7 0.0 -0.4
H -5.79088 3.03446 -12.82680 0.1 -0.4 -0.1
H -7.55649 2.53331 -12.85907 0.3 0.3 -0.6
H -6.94744 3.57590 -11.59055 0.2 0.3 -0.3
H -6.95568 1.73515 -10.59288 0.1 0.0 0.1
C -3.88298 3.08141 -9.38541 0.2 -0.4 -0.4
O -4.84425 3.98718 -8.87008 0.0 -0.1 0.2
H -2.89184 3.53834 -9.42867 0.0 0.1 0.2
H -3.83197 2.16460 -8.79560 0.1 0.0 0.1
H -4.12820 2.76696 -10.40404 -0.2 0.1 0.0
H -5.29312 3.52715 -8.15341 -0.1 0.0 -0.1
C -10.60063 -1.88892 -5.35474 0.0 -0.5 0.2
O -9.74128 -3.04402 -5.27372 -0.4 0.7 -0.3
H -11.00916 -1.81964 -6.36374 0.0 0.3 0.0
H -11.44013 -1.97955 -4.66645 0.1 -0.3 0.1
H -10.02179 -1.00869 -5.08049 -0.2 0.2 -0.2
H -9.03826 -2.77302 -5.87975 0.2 -0.5 0.2
C -8.34794 -1.00655 -12.79038 0.5 -0.3 0.8
C -7.05165 -1.78892 -12.94911 -0.1 0.0 -0.1
C -6.59362 -2.51962 -11.66511 -0.6 0.3 -0.4
O -6.58224 -3.89571 -12.06992 0.5 -0.4 0.9
C -7.00639 -4.06837 -13.31767 -0.7 1.1 -1.1
O -7.16547 -5.09294 -13.90679 0.3 0.1 0.5
O -7.28396 -2.84078 -13.87701 0.2 -1.3 -0.1
H -8.21795 -0.42003 -11.87822 -0.1 0.6 -0.4
H -9.17910 -1.67908 -12.56669 0.1 -0.2 -0.2
H -8.60458 -0.44146 -13.68162 0.1 0.3 0.1
H -6.22654 -1.21572 -13.37973 -0.2 0.4 0.2
H -7.30218 -2.36665 -10.85034 -0.1 -0.3 0.0
H -5.62903 -2.19782 -11.28184 0.2 -0.3 -0.3
C -7.37122 -1.98096 -3.61876 0.1 -0.1 0.3
C -6.06946 -1.55195 -2.96287 -0.6 -0.2 0.1
C -6.26736 -0.54724 -1.82526 0.6 0.2 -0.4
O -6.05869 -1.29226 -0.62333 -0.2 -0.3 0.3
C -5.47766 -2.46176 -0.92894 0.5 -0.5 -0.5
O -5.01108 -3.25404 -0.16636 -0.4 0.3 0.2
O -5.43053 -2.63256 -2.26574 0.0 -0.3 -0.1
H -8.08527 -2.38649 -2.89828 0.1 0.0 0.1
H -7.20278 -2.75054 -4.36740 0.1 0.1 -0.1
H -7.84096 -1.10702 -4.06917 0.1 0.0 -0.2
H -5.36634 -1.20601 -3.71842 0.0 0.1 0.1
H -7.26858 -0.12821 -1.83214 0.2 0.3 0.1
H -5.45010 0.17568 -1.86405 -0.5 0.5 0.0
C -3.40807 2.26474 -5.50787 1.1 0.7 -0.8
C -2.08140 1.51209 -5.57036 0.1 0.6 -0.3
C -1.22422 1.79587 -6.84433 -1.4 0.4 0.7
O 0.05555 2.06378 -6.33417 0.5 -0.2 0.4
C 0.00498 2.24471 -4.96903 0.6 -0.7 -1.3
O 0.98974 2.46251 -4.34520 -0.2 0.4 0.5
O -1.23376 2.05834 -4.53006 -0.2 -0.2 0.5
H -4.01217 2.05598 -6.38734 -0.4 -0.5 0.3
H -3.11954 3.31314 -5.64878 -0.1 0.1 0.2
H -3.92419 2.22037 -4.55466 -0.2 -0.5 -0.1
H -2.14589 0.43465 -5.42906 -0.2 0.0 0.3
H -1.58183 2.71064 -7.32846 -0.1 -0.2 -0.2
H -1.26508 0.93479 -7.50806 0.4 0.1 -0.1
C -7.23052 4.94304 -5.82849 -0.7 0.8 -0.1
C -8.29009 5.50358 -6.77006 0.8 -0.3 0.0
C -9.06533 4.44451 -7.52745 -0.1 0.0 -0.3
O -10.37685 5.02561 -7.61149 0.1 -0.4 -0.4
C -10.47532 6.02523 -6.72923 -1.7 0.1 0.1
O -11.49020 6.62987 -6.51425 0.7 -0.2 -0.1
O -9.32452 6.21765 -6.09864 0.8 0.5 0.7
H -6.42996 4.57596 -6.46670 0.1 -0.4 0.3
H -7.66014 4.20291 -5.15486 0.0 -0.2 -0.6
H -6.83651 5.73355 -5.18753 0.1 0.1 -0.2
H -7.80508 6.18814 -7.47476 -0.1 0.1 0.1
H -9.10883 3.48428 -7.01005 -0.1 0.1 0.0
H -8.68217 4.30853 -8.53760 -0.1 -0.2 0.0
```
Positions in Å, forces in eV/Å.


This record from the Open Molecules 2025 dataset describes a molecular structure, C22H48Br10NbO2 in a non-equilibrium geometry. The level of theory is ωB97M-V/def2-TZVPD.

Its net charge is -1. For the HOMO-LUMO gap, the calculation gives 5.91 eV. For the total energy, the calculation gives -729653.948 eV. As for the HOMO energy: -4.1 eV.

Geometry as XYZ:
```
83
Properties=species:S:1:pos:R:3:forces:R:3
C -1.21126 -5.87104 -0.66900 0.4 -0.1 0.6
C -0.52137 -5.71568 0.68684 0.0 0.4 -0.2
C -0.76443 -4.37004 1.40590 -0.1 -0.7 0.0
C -2.00951 -3.60624 1.00009 -0.1 0.5 1.1
C -2.02889 -2.19980 1.64447 0.9 -0.4 -1.9
Nb -0.83316 -0.67522 0.42263 0.8 -1.2 1.5
C 0.31829 0.64043 -1.10176 -1.0 -1.3 0.0
O -0.05084 0.28097 -2.43791 0.3 0.3 0.0
C 0.78301 0.82313 -3.41807 -0.1 -0.3 -0.6
C 2.19594 0.24621 -3.43532 -0.7 0.0 0.6
C 2.17319 -1.26398 -3.27633 0.1 0.2 -0.2
C 0.24471 0.22071 2.23869 0.7 0.3 -0.9
C 1.74455 0.00318 2.11505 -1.0 -1.0 -0.8
C 2.21511 -1.34322 2.48091 1.0 1.4 2.4
O 2.42153 -0.09640 3.32059 0.0 0.4 0.5
H -2.25656 -6.10102 -0.50824 -0.4 0.1 -0.2
H -1.10434 -4.96842 -1.25481 -0.1 0.1 -0.3
H -0.74314 -6.69640 -1.18993 -0.1 -0.1 -0.3
H 0.54781 -5.81096 0.52131 0.3 -0.1 0.1
H -0.82088 -6.54236 1.32580 0.0 -0.2 0.1
H 0.13117 -3.76568 1.32846 0.1 0.4 -0.2
H -0.88160 -4.59562 2.46426 0.1 0.1 0.3
H -2.12821 -3.49780 -0.06685 0.0 -0.2 -0.3
H -2.85940 -4.15329 1.41418 -0.3 -0.3 -0.3
H -3.04679 -1.82054 1.59612 -0.2 0.3 0.2
H -1.66669 -2.25161 2.66790 -0.1 0.2 0.3
H -2.10698 0.60828 0.57934 1.8 -0.2 -1.6
H -1.79393 -1.35392 -1.01180 -0.4 0.5 0.1
H 0.56727 -1.87024 0.18456 0.3 0.1 -0.3
H 1.37362 0.44983 -0.91637 0.3 0.1 0.0
H 0.08067 1.68922 -0.91566 0.1 0.3 0.0
H 0.80473 1.91963 -3.37959 0.0 0.2 0.2
H 0.32614 0.56087 -4.37305 -0.2 0.0 -0.2
H 2.64511 0.52807 -4.38409 0.4 0.2 -0.1
H 2.73264 0.67017 -2.59204 0.5 0.2 -0.1
H 1.58760 -1.71713 -4.06913 -0.1 -0.2 -0.2
H 1.72624 -1.55123 -2.33472 -0.1 -0.1 0.3
H 3.18921 -1.63813 -3.32003 0.2 -0.3 0.0
H 0.01139 -0.34456 3.13672 -0.6 0.2 0.3
H 0.11422 1.29051 2.38579 -0.3 0.1 0.3
H 2.24591 0.47118 1.28239 0.3 0.4 -0.1
H 3.25212 -1.62579 2.48187 0.1 -0.9 -1.4
H 1.54488 -1.96426 3.04910 -0.3 -0.5 -0.4
Br 5.24438 3.40123 -3.64454 0.0 0.0 0.0
C 3.35639 3.86936 -3.52122 0.0 0.1 -0.1
C 3.01392 4.48233 -2.18987 -0.1 -0.2 0.1
Br 2.91562 3.14153 -0.79513 0.2 0.1 0.1
H 2.79837 2.96022 -3.71831 0.0 0.0 0.0
H 3.18849 4.58317 -4.32409 0.0 0.0 0.0
H 2.02497 4.93338 -2.22957 0.0 0.0 -0.1
H 3.73949 5.22237 -1.87080 0.0 0.1 0.0
Br -3.09665 1.30207 1.80454 -3.3 1.4 0.8
C -5.02631 2.03043 2.17202 0.7 0.1 0.9
C -5.26122 2.63147 3.53540 -0.3 0.0 -0.2
Br -5.43039 1.25580 4.91148 0.0 0.0 0.1
H -5.68480 1.19101 1.97332 0.0 -0.1 0.0
H -5.15392 2.79454 1.40783 0.1 0.0 0.0
H -6.20158 3.18409 3.58185 0.0 0.0 0.0
H -4.45459 3.28456 3.85103 0.0 0.0 0.0
Br 0.93548 -8.97652 -1.57670 0.0 -0.1 0.0
C 1.42398 -9.17465 -3.44542 0.1 -0.1 0.2
C 2.18675 -7.97803 -3.94783 -0.1 0.1 -0.2
Br 1.02018 -6.45684 -4.25215 0.0 0.0 0.1
H 0.50458 -9.34305 -3.99506 0.0 0.0 0.0
H 2.04391 -10.06684 -3.49140 0.0 0.0 0.0
H 2.63976 -8.19684 -4.91187 0.0 0.0 0.0
H 2.95121 -7.65286 -3.25092 0.0 0.0 0.0
Br -9.08256 4.73789 3.62272 0.1 0.0 0.0
C -8.40600 4.77464 5.44479 -0.2 0.0 -0.1
C -7.72194 6.07853 5.76111 0.2 -0.1 0.1
Br -5.96473 6.17075 4.94399 0.0 0.1 0.0
H -7.74364 3.92084 5.55052 0.0 0.0 0.0
H -9.27801 4.64017 6.07968 0.0 0.0 0.0
H -7.55112 6.16250 6.83155 0.0 0.0 0.0
H -8.27898 6.94121 5.41328 -0.1 0.0 0.0
Br 8.17461 5.57405 0.38266 0.0 0.0 0.0
C 7.34129 5.69391 -1.37052 0.2 0.0 0.1
C 6.79958 7.07325 -1.63292 -0.2 0.0 -0.1
Br 5.14476 7.39257 -0.66279 0.1 0.1 0.1
H 6.57533 4.92779 -1.40946 0.0 0.0 0.0
H 8.12804 5.45648 -2.08193 0.0 0.0 0.0
H 6.54472 7.18695 -2.68382 0.0 -0.1 0.0
H 7.49155 7.85475 -1.33972 0.0 0.0 0.0
```
Positions in Å, forces in eV/Å.


> Which value of HOMO-LUMO gap does entry 3 give?

5.91 eV